Entry 1:
ORCA calculation (ωB97M-V/def2-TZVPD) on a single C4H11BOS2 molecule.

Atoms and positions in Å:
C: 1.71600 -2.14376 -0.67733
C: 1.27941 -1.51862 0.63779
O: 0.35899 -0.47660 0.39724
B: 0.79331 0.85939 -0.07123
S: 2.65585 1.22575 -0.21164
S: -0.31146 2.10947 -0.37347
C: -1.86202 1.56658 0.55979
C: -2.78708 0.82038 -0.33150
H: 2.51480 -2.98074 -0.48531
H: 1.02326 -2.56328 -1.41580
H: 2.05464 -1.21398 -1.30891
H: 2.03877 -1.04906 1.26384
H: 0.79624 -2.30394 1.25360
H: 2.54169 2.43194 -0.00283
H: -1.40825 0.88848 1.27111
H: -2.07820 2.54401 0.90624
H: -3.22066 1.33011 -1.27749
H: -2.32305 -0.24957 -0.42759
H: -3.78222 0.72343 0.29348

Results
orbital gap: 9.844 eV
maximum force: 5.0 eV Å⁻¹
structure (SMILES): CCOB(S)SCC
energy: -1055.49562 Ha
2S+1: 1
energy above the lowest of the compared OMol25 structures with the same formula, charge and spin: 0.0 kcal/mol



Entry 2:
ORCA calculation (ωB97M-V/def2-TZVPD) on a molecular structure, C8F24Li4N4O16S8.

Atoms and positions in Å:
Li: -17.74916 15.98575 -2.31437
Li: -18.53882 20.06073 -2.54077
Li: -23.58048 14.03484 -1.69581
Li: -19.78903 15.44062 -3.97502
C: -26.22038 13.29384 -2.50018
F: -27.25792 13.58748 -3.30356
F: -25.67913 14.46335 -2.09923
F: -26.71485 12.61976 -1.46425
S: -24.93344 12.45276 -3.68842
O: -24.73657 11.05186 -3.35948
O: -25.55131 12.75470 -5.02451
N: -23.46485 13.35314 -3.43684
S: -22.78157 13.55089 -4.82638
O: -23.46594 14.40220 -5.82993
O: -21.40611 14.02313 -4.48748
C: -22.28630 11.82686 -5.58546
F: -21.93384 10.81298 -4.68123
F: -23.13761 11.48016 -6.53099
F: -21.23359 11.95667 -6.29084
C: -13.42911 16.58869 -2.04241
F: -13.13974 17.95524 -2.14560
F: -13.52655 16.00118 -3.21702
F: -12.37537 16.06485 -1.44953
S: -14.92312 15.99789 -0.89775
O: -15.22164 14.66602 -1.33277
O: -14.55441 16.17000 0.50654
N: -16.33980 16.98092 -1.44756
S: -16.15983 18.36883 -0.67617
O: -14.80574 18.75651 -0.39883
O: -17.05903 19.30508 -1.39387
C: -17.19293 18.08612 1.08651
F: -18.53650 18.10086 0.92707
F: -16.92110 16.93169 1.64395
F: -16.80377 19.01409 2.00954
C: -18.73988 17.66829 -6.52538
F: -19.05148 18.99948 -6.57971
F: -19.85329 16.98187 -6.32927
F: -18.16291 17.37224 -7.72269
S: -17.57723 17.44534 -4.99482
O: -16.21417 17.80598 -5.43999
O: -18.04960 18.38073 -3.94308
N: -17.90987 15.82290 -4.50651
S: -16.81090 15.05641 -5.33027
O: -16.71085 15.42497 -6.78182
O: -15.53602 14.75468 -4.57773
C: -17.62727 13.28934 -5.58483
F: -16.70748 12.55390 -6.32807
F: -17.79666 12.76381 -4.39797
F: -18.85598 13.39298 -6.14573
C: -21.70730 17.59214 -3.23504
F: -22.78059 18.18274 -2.71907
F: -22.00430 16.42607 -3.82918
F: -21.12252 18.36533 -4.08174
S: -20.66076 17.39781 -1.61440
O: -19.73924 18.50774 -1.62373
O: -21.51679 17.46888 -0.39315
N: -19.78267 15.91457 -2.01496
S: -20.26713 15.05130 -0.87753
O: -19.77832 15.51604 0.40650
O: -21.61314 14.59790 -1.09259
C: -19.25816 13.40562 -1.23423
F: -18.07001 13.66357 -1.86232
F: -18.83170 12.77184 -0.10712
F: -20.01957 12.61587 -2.07659

Results
orbital gap: 9.886 eV
maximum force: 9.0 eV Å⁻¹
energy: -7340.09993 Ha
2S+1: 1



Entry 3:
ORCA calculation (ωB97M-V/def2-TZVPD) on a gas-phase ion, C10H16ClN2 (charge +1).

Atoms and positions in Å:
C: 2.71604 -2.25030 -0.49615
C: 1.75467 -1.11580 -0.06220
C: 2.13634 0.12355 0.32768
Cl: 3.77675 0.56303 0.38991
C: 1.19906 1.21269 0.81419
C: -0.00647 1.21169 -0.07127
C: 0.45894 1.58649 -1.51563
N: -1.15827 1.82777 0.51522
C: -2.36784 0.93692 0.11493
N: -1.84351 -0.39338 0.22646
C: -2.62680 -1.48760 0.73712
C: -0.48561 -0.41411 0.01479
C: 0.37243 -1.41690 -0.13793
H: 2.41994 -2.80184 -1.36621
H: 2.54727 -3.09019 0.25090
H: 3.63733 -1.81499 -0.75295
H: 0.79907 0.88985 1.73973
H: 1.85944 2.03963 0.74022
H: -0.43336 1.50692 -2.13699
H: 1.18129 0.99168 -1.94565
H: 0.79088 2.54193 -1.38035
H: -1.40093 2.76813 0.27828
H: -1.16646 1.95134 1.55720
H: -2.67131 1.00594 -1.00070
H: -3.16727 1.19843 0.67828
H: -2.14538 -1.70327 1.69506
H: -3.56933 -1.16961 1.09287
H: -2.74026 -2.20761 -0.11537
H: 0.13334 -2.49040 -0.19141

Results
orbital gap: 7.510 eV
maximum force: 5.5 eV Å⁻¹
structure (SMILES): CC1=C(Cl)C[C@]2(C)[NH2+]CN(C)C2=C1
charge: +1
energy: -959.99370 Ha
2S+1: 1
energy above the lowest of the compared OMol25 structures with the same formula, charge and spin: 50.3 kcal/mol



Entry 4:
ORCA calculation (ωB97M-V/def2-TZVPD) on a molecular structure, C22H36BeO3P2.

Atoms and positions in Å:
P: -0.25076 -2.39089 -3.22316
P: 0.10371 1.65872 -2.80564
C: -0.63406 -0.85627 -4.10320
C: 0.39013 0.29457 -3.96678
H: -1.66324 -0.53419 -3.87372
H: -0.64018 -1.17330 -5.15922
H: 1.42437 -0.07193 -3.84337
H: 0.37031 0.82031 -4.93720
C: -1.29806 2.61095 -3.46698
H: -1.68850 3.31599 -2.71903
H: -2.10915 1.93299 -3.77010
H: -0.96521 3.18237 -4.34446
C: 1.52235 2.76804 -3.14160
H: 1.34830 3.32321 -4.07343
H: 2.45111 2.18723 -3.23496
H: 1.63395 3.48777 -2.31903
C: -1.58199 -3.56164 -3.47809
H: -1.59354 -4.31235 -2.67456
H: -1.41302 -4.06661 -4.43984
H: -2.54409 -3.03335 -3.50970
C: 1.21089 -3.10165 -4.01630
H: 1.96772 -2.32951 -4.21964
H: 0.89832 -3.55028 -4.96906
H: 1.65874 -3.88279 -3.38339
Be: -0.05028 -0.90413 3.29697
C: 0.33799 1.50498 -1.05464
C: -1.07252 1.12127 -1.15898
C: -1.74001 -0.19681 -1.10731
C: -1.00615 -1.44600 -0.59642
C: 0.07188 -2.14850 -1.50578
C: 1.48767 -1.77751 -1.38133
C: 2.09926 -0.48651 -1.19398
C: 1.37830 0.59996 -0.34633
C: 0.40472 -2.24388 2.46794
H: 0.44203 2.53546 -0.68280
H: -1.78780 1.94117 -0.99486
H: -2.21965 -0.41391 -2.07886
H: -2.60548 -0.06262 -0.42484
H: -0.52908 -1.25610 0.36821
H: -1.79249 -2.19631 -0.39876
H: 0.02956 -3.19783 -1.14577
H: 2.17767 -2.63135 -1.42687
H: 2.41454 -0.06906 -2.17066
H: 3.05188 -0.70742 -0.66675
H: 0.92526 0.14994 0.55018
H: 2.16332 1.27579 0.02539
H: 0.95583 -2.91541 3.14478
H: 1.06510 -2.05647 1.61169
H: -0.47162 -2.80214 2.11112
O: 1.79717 2.17651 5.31608
C: 0.65842 2.12770 6.03296
C: 0.60440 2.83409 7.23379
C: -0.53108 2.76218 8.02905
C: -1.62649 1.97112 7.65632
C: -1.59855 1.24890 6.46813
C: -0.47613 1.34886 5.63204
C: -0.33200 0.44844 4.54721
O: -1.21127 -0.47824 4.25410
O: 0.74584 0.39967 3.77568
H: 1.64762 1.54916 4.55367
H: 1.47815 3.42141 7.52231
H: -0.56060 3.33963 8.95801
H: -2.50651 1.91269 8.29824
H: -2.41698 0.60385 6.15356

Results
orbital gap: 4.033 eV
maximum force: 3.0 eV Å⁻¹
energy: -1782.89713 Ha
2S+1: 1
energy above the lowest of the compared OMol25 structures with the same formula, charge and spin: 40.0 kcal/mol



Entry 5:
ORCA calculation (ωB97M-V/def2-TZVPD) on a single C2H3BrN2O molecule.

Atoms and positions in Å:
H: 0.41413 2.26547 1.45225
N: -0.15041 1.57686 0.99655
N: 0.34493 0.99125 0.00950
C: -0.57922 -0.21174 -0.47609
Br: -2.54498 0.20088 0.01224
C: -0.29601 -1.46580 0.41409
O: 0.67726 -2.10586 0.31311
H: -0.53884 -0.27757 -1.57953
H: -1.07320 -1.66181 1.13663

Results
orbital gap: 9.621 eV
maximum force: 3.2 eV Å⁻¹
structure (SMILES): [H]/N=N/[C@H](Br)C=O
energy: -2836.68023 Ha
2S+1: 1
energy above the lowest of the compared OMol25 structures with the same formula, charge and spin: 13.3 kcal/mol



Entry 6:
ORCA calculation (ωB97M-V/def2-TZVPD) on 2 unconnected molecules or ions with the total composition C12H12S.

Atoms and positions in Å:
S: 0.58752 -1.97344 -2.30719
C: -0.27422 -1.61314 -0.83388
C: -0.29160 -2.52360 0.12988
C: -0.83663 -2.35636 1.41973
C: -1.40375 -1.06753 1.66032
C: -1.79847 -0.33710 0.45435
C: -2.42412 0.91603 0.62805
C: -2.90184 1.62785 -0.45471
C: -2.57541 1.16866 -1.72762
C: -1.57875 0.24218 -1.84154
C: -1.17065 -0.56199 -0.80300
H: 1.80254 -2.53350 -1.57015
H: 0.24723 -3.47804 0.09871
H: -0.55665 -2.85999 2.33393
H: -1.60221 -0.54554 2.58224
H: -2.61907 1.41201 1.61420
H: -3.57533 2.52082 -0.20318
H: -2.92047 1.65777 -2.66790
H: -1.15666 0.14176 -2.95088
C: 2.39004 -0.28782 1.58318
C: 2.16299 -0.40084 0.30487
H: 2.92330 0.63527 1.94525
H: 2.03432 -0.99539 2.36680
H: 1.60190 -1.26343 -0.08813
H: 2.54548 0.35710 -0.36606

Results
orbital gap: 8.148 eV
maximum force: 4.9 eV Å⁻¹
structure (SMILES): Sc1cccc2ccccc12.C=C
energy: -862.53564 Ha
2S+1: 1
energy above the lowest of the compared OMol25 structures with the same formula, charge and spin: 27.7 kcal/mol



Entry 7:
ORCA calculation (ωB97M-V/def2-TZVPD) on a single C5H11N3 molecule.

Atoms and positions in Å:
C: -1.49761 -0.95480 -1.83317
N: -2.09885 -0.02874 -1.22032
N: -1.62630 0.63005 -0.15369
C: -0.54778 0.29305 0.68675
C: -0.70113 0.37043 2.01214
N: 0.61208 -0.11044 0.02152
C: 1.12948 0.83433 -0.94956
C: 1.64263 -0.73315 0.81483
H: -0.51184 -1.36264 -1.58409
H: -2.01204 -1.36544 -2.67780
H: -2.36472 1.12893 0.32242
H: 0.10305 0.19669 2.70964
H: -1.66460 0.60489 2.43619
H: 1.59779 1.69858 -0.46405
H: 0.32348 1.18401 -1.59174
H: 1.87659 0.33471 -1.56558
H: 1.19465 -1.50852 1.43541
H: 2.36951 -1.19465 0.14153
H: 2.17559 -0.01728 1.45957

Results
orbital gap: 9.009 eV
maximum force: 1.0 eV Å⁻¹
structure (SMILES): C=NNC(=C)N(C)C
energy: -361.30066 Ha
2S+1: 1
energy above the lowest of the compared OMol25 structures with the same formula, charge and spin: 55.7 kcal/mol



Entry 8:
ORCA calculation (ωB97M-V/def2-TZVPD) on 8 unconnected molecules or ions with the total composition C12H40ClN2O11.

Atoms and positions in Å:
Cl: -0.16225 -0.31298 -0.51367
O: -1.44467 0.18107 -1.00455
O: -0.25175 -0.56538 0.88978
O: 0.14972 -1.52668 -1.25309
O: 0.87438 0.64663 -0.83187
O: -0.11990 1.89288 -3.48800
H: -0.14851 1.01354 -3.88647
H: -0.20972 1.68738 -2.54969
O: -2.28914 -2.86276 2.76263
H: -2.50722 -2.39140 3.56963
H: -2.57617 -2.27179 2.05071
O: 1.75800 -3.04272 -3.82321
H: 2.14781 -2.81629 -4.67077
H: 1.27782 -2.24908 -3.56159
C: 0.79374 3.96038 0.07924
C: 0.80094 3.70362 1.58763
C: -0.62342 3.73943 2.10332
O: -0.61150 3.63148 3.52012
C: -1.89275 3.75676 4.06668
N: 1.46868 2.41571 1.89883
H: 0.45026 4.98413 -0.10066
H: 0.09969 3.30302 -0.44771
H: 1.80021 3.87875 -0.32542
H: 1.38435 4.53062 2.00854
H: -1.12493 2.84935 1.69730
H: -1.11261 4.66449 1.77527
H: -2.23577 4.80082 4.04521
H: -1.86532 3.43899 5.10965
H: -2.62026 3.12780 3.53860
H: 1.05889 2.07828 2.76584
H: 1.09728 1.80077 1.17372
C: 4.51587 -3.61879 2.12356
C: 3.84191 -2.41951 1.48849
C: 4.87826 -1.70717 0.62437
O: 4.35492 -0.70222 -0.21078
C: 4.05604 0.50440 0.46111
N: 2.68583 -2.87170 0.71434
H: 3.82562 -4.18169 2.75665
H: 5.37755 -3.33346 2.73302
H: 4.85367 -4.35890 1.38725
H: 3.49745 -1.79835 2.32073
H: 5.29690 -2.45607 -0.06241
H: 5.73850 -1.33634 1.20551
H: 4.78052 0.71238 1.26194
H: 3.07347 0.48921 0.93606
H: 4.09326 1.30312 -0.27598
H: 2.99334 -3.55574 0.03068
H: 2.31328 -2.08461 0.19243
C: -5.68374 -0.69092 0.57652
C: -4.20761 -0.36683 0.39147
O: -3.45733 -1.56790 0.50278
H: -6.30407 0.07505 0.11392
H: -5.96647 -0.75734 1.63156
H: -5.89104 -1.67501 0.15521
H: -3.87086 0.36994 1.12759
H: -4.09052 0.06928 -0.60566
H: -2.56158 -1.32421 0.22990
C: -2.89540 -1.63933 -5.17916
C: -2.34099 -0.73401 -4.11903
O: -0.94510 -1.01129 -3.90115
H: -2.73297 -2.68305 -4.91553
H: -2.46563 -1.42165 -6.15771
H: -3.97936 -1.50161 -5.25635
H: -2.86592 -0.89604 -3.17196
H: -2.43783 0.33253 -4.33511
H: -0.84579 -1.20897 -2.96029

Results
orbital gap: 9.007 eV
maximum force: 1.6 eV Å⁻¹
charge: -1
energy: -1878.34726 Ha
2S+1: 1



The highest maximum force belongs to which entry? C8F24Li4N4O16S8



Which value of maximum force does entry 2 give? 9.0 eV Å⁻¹